DFT (ωB97M-V/def2-TZVPD) results for a molecular structure, C15H53B2Ba2O20P5.

The HOMO energy comes out at -14.21 eV. As for the charge: +2. The value obtained for the total energy is -106545.0469 eV. As for the orbital gap: 9.2 eV.

CARTESIAN COORDINATES (ANGSTROEM)
Ba  -1.826  -0.602  -3.022
Ba  -0.791  -2.791  0.933
P  -3.031  3.082  -1.395
P  -4.516  -1.181  2.354
P  3.046  0.858  -5.088
P  0.644  -0.320  3.818
P  3.299  -2.965  -0.527
O  -4.267  -1.110  4.008
O  3.168  -0.216  -3.924
O  1.811  -3.168  -0.353
O  2.244  -0.171  4.166
O  0.523  -1.520  2.972
O  4.352  -3.651  0.580
O  2.793  2.233  -4.332
O  -2.742  1.633  -1.682
O  -3.285  -1.230  1.533
O  4.643  0.986  -5.618
O  -5.485  0.047  2.099
O  -0.117  -0.471  5.272
O  3.887  -3.581  -1.928
O  0.220  1.140  3.309
O  2.131  0.465  -6.159
O  -1.748  3.959  -0.785
O  -5.464  -2.500  2.260
O  -3.693  4.053  -2.474
O  3.761  -1.398  -0.630
O  -3.952  3.184  -0.041
C  2.184  -0.350  -2.950
C  5.264  -3.656  -2.125
C  -0.396  3.821  -1.383
C  -3.170  4.066  -3.837
C  -2.995  -1.096  4.474
C  -4.713  4.390  0.046
C  -5.020  1.423  2.262
C  5.243  -0.006  -6.474
C  -0.861  1.603  2.443
C  2.840  -1.236  4.924
C  3.639  -0.629  0.567
C  3.786  -4.266  1.690
C  0.279  0.310  6.415
C  3.817  3.028  -3.722
C  -6.113  -2.880  0.976
B  -2.714  -2.712  -1.340
B  -0.136  -0.216  -0.650
H  -4.923  4.919  0.976
H  3.111  -5.039  1.323
H  2.753  0.003  0.507
H  2.168  -1.409  -2.691
H  1.192  0.090  -3.051
H  -4.893  1.594  3.331
H  0.377  -1.003  -1.180
H  -2.421  4.842  -3.995
H  4.953  0.237  -7.496
H  -2.801  -1.810  5.275
H  -3.123  -2.918  -2.317
H  4.493  0.046  0.519
H  -0.529  0.989  6.689
H  -2.258  -1.189  3.676
H  6.328  -0.080  -6.404
H  3.070  -2.191  4.451
H  5.477  -3.134  -3.058
H  -1.661  -2.626  -1.558
H  -5.450  -2.761  0.119
H  3.796  -0.909  5.334
H  -4.349  5.195  -0.593
H  -1.554  0.763  2.395
H  -4.182  1.369  1.567
H  -2.620  3.144  -4.025
H  -5.754  2.196  2.038
H  3.924  4.052  -4.082
H  3.625  3.188  -2.661
H  4.647  -4.802  2.089
H  -6.304  -3.948  0.871
H  4.842  2.666  -3.797
H  3.616  -1.197  1.497
H  0.444  0.106  0.201
H  2.654  0.070  -2.060
H  -7.069  -2.376  0.835
H  -0.394  0.557  -1.357
H  -2.989  -1.718  -1.023
H  5.613  -4.676  -2.281
H  2.415  -1.625  5.850
H  -0.358  3.016  -2.117
H  4.944  -1.050  -6.380
H  -1.040  -0.667  -0.270
H  -2.855  -0.131  4.961
H  -2.958  -3.411  -0.556
H  1.065  1.031  6.191
H  -0.434  1.925  1.493
H  0.319  3.575  -0.598
H  -1.405  2.363  3.004
H  5.841  -3.095  -1.390
H  -5.694  4.188  -0.384
H  0.517  -0.216  7.340
H  -3.958  4.280  -4.560
H  -0.212  4.815  -1.790
H  3.464  -3.597  2.488

Atomic partial charges in e from the Löwdin method, atoms 1 to 8:
1 Ba 1.9479
2 Ba 1.9440
3 P 0.5244
4 P 0.4948
5 P 0.4365
6 P 0.4850
7 P 0.5759
8 O -0.1802

=====

DFT (ωB97M-V/def2-TZVPD) results for 3 unconnected molecules or ions with the total composition C3H14N2O2S.

The HOMO energy (alpha / beta) comes out at -12.74 / -12.66 eV. Its multiplicity is 2. As for the charge: +1. The value obtained for the total energy is -21238.9402 eV. As for the orbital gap (alpha / beta): 9.6 / 4.7 eV. The expectation value of S² is 0.76.

CARTESIAN COORDINATES (ANGSTROEM)
S  1.233  -1.942  -1.161
O  0.241  3.903  -0.104
O  3.931  -0.711  -0.232
N  -0.845  1.359  1.266
N  -1.921  -1.864  0.404
C  -0.223  -0.912  -1.105
C  -1.703  0.597  0.448
C  -0.982  -0.798  0.200
H  -0.741  1.000  2.215
H  -2.693  0.364  0.838
H  -0.251  2.016  0.742
H  0.925  3.791  0.565
H  -1.634  1.097  -0.516
H  4.625  -0.489  0.383
H  -1.519  -2.789  0.287
H  -0.889  -1.005  -1.975
H  0.875  -2.798  -0.188
H  0.062  0.092  -1.460
H  -0.290  -0.905  1.023
H  3.867  -1.641  -0.498
H  0.594  3.422  -0.869
H  -2.662  -1.787  -0.264

Atomic partial charges in e from the Löwdin method, atoms 1 to 8:
1 S 0.8291
2 O -0.0385
3 O -0.1107
4 N 0.2740
5 N 0.0696
6 C -0.5559
7 C -0.1119
8 C -0.4296

=====

DFT (ωB97M-V/def2-TZVPD) results for a molecular structure, C18H29AsN15OSV.

The HOMO energy (alpha / beta) comes out at -11.22 / -11.23 eV. Its multiplicity is 2. As for the charge: +1. The value obtained for the total energy is -140890.6822 eV. As for the orbital gap (alpha / beta): 7.6 / 8.2 eV. The expectation value of S² is 0.77.

CARTESIAN COORDINATES (ANGSTROEM)
As  0.982  2.288  -1.451
V  -1.082  -0.163  -0.389
S  2.690  -1.173  -2.180
O  -0.066  0.941  -1.150
N  1.529  -0.859  0.764
N  -3.071  0.186  2.398
N  -2.387  3.291  1.067
N  -1.840  1.256  0.685
N  -1.690  2.547  0.289
N  -0.809  -1.883  -1.747
N  -0.709  -3.007  -3.613
N  -1.596  -1.209  1.128
N  -2.374  -1.984  3.041
N  -1.050  -2.457  1.377
N  0.861  1.556  2.000
N  -3.037  2.546  1.994
N  2.697  -3.608  -1.200
N  1.976  -2.074  0.279
N  -1.525  -2.884  2.482
C  -2.905  -0.003  -1.377
C  -2.679  1.312  1.725
C  -0.033  2.687  3.918
C  -0.814  -0.554  -3.912
C  -2.388  -0.978  2.205
C  1.456  -0.808  2.048
C  -0.007  1.512  4.637
C  0.478  0.364  4.027
C  -0.767  -1.781  -3.071
C  0.413  2.652  2.603
C  0.256  4.067  -1.368
C  2.441  -2.304  -0.976
C  -0.725  -3.951  -2.607
C  1.903  -1.944  2.926
C  0.914  0.423  2.708
C  2.696  2.269  -0.607
C  1.377  2.195  -3.324
C  -0.786  -3.251  -1.457
H  -0.688  -5.010  -2.800
H  0.458  2.295  -3.894
H  2.610  2.349  0.469
H  2.028  3.038  -3.548
H  1.123  4.717  -1.491
H  0.398  3.555  2.008
H  1.820  -2.876  0.862
H  -0.652  -3.196  -4.596
H  -3.069  -0.837  -2.055
H  -0.410  4.172  -2.219
H  3.179  1.340  -0.888
H  -3.665  0.275  3.206
H  0.473  -0.571  4.569
H  2.113  -1.612  3.935
H  1.879  1.267  -3.571
H  3.200  -3.829  -2.040
H  3.217  3.126  -1.036
H  2.692  -4.290  -0.459
H  -1.731  -0.534  -4.505
H  -0.357  1.480  5.662
H  -0.835  -3.612  -0.450
H  -0.795  0.326  -3.288
H  -0.281  4.281  -0.459
H  2.823  -2.380  2.538
H  -0.399  3.611  4.346
H  -2.936  0.945  -1.919
H  -3.699  0.003  -0.630
H  1.138  -2.722  2.972
H  0.039  -0.527  -4.591

Atomic partial charges in e from the Löwdin method, atoms 1 to 8:
1 As 1.1639
2 V 0.8989
3 S 0.6267
4 O -0.5630
5 N 0.0988
6 N 0.1894
7 N -0.0214
8 N -0.1159

=====

DFT (ωB97M-V/def2-TZVPD) results for C3H7NO2 in the gas phase.

The HOMO energy comes out at -9.49 eV. As for the charge: 0. The value obtained for the total energy is -8805.2766 eV. As for the orbital gap: 9.1 eV.

CARTESIAN COORDINATES (ANGSTROEM)
O  2.405  -0.409  0.006
O  0.721  1.658  -0.143
N  1.315  -0.813  -0.171
C  -0.581  -0.240  1.206
C  0.189  -0.018  -0.061
C  -0.684  -0.222  -1.281
H  1.491  1.618  0.495
H  -1.669  0.282  1.323
H  -0.057  0.128  2.138
H  -1.650  0.220  -1.217
H  -0.553  -1.367  -1.528
H  -0.594  -1.324  1.310
H  -0.333  0.487  -2.076

Atomic partial charges in e from the Löwdin method, atoms 1 to 8:
1 O 0.0853
2 O -0.1334
3 N -0.0222
4 C -0.0489
5 C -0.5192
6 C -0.0374
7 H 0.0525
8 H 0.1503

=====

DFT (ωB97M-V/def2-TZVPD) results for C4H8N2O2 in the gas phase.

The HOMO energy comes out at -7.70 eV. As for the charge: 0. The value obtained for the total energy is -11350.0913 eV. As for the orbital gap: 8.4 eV.

CARTESIAN COORDINATES (ANGSTROEM)
O  0.351  0.060  0.872
O  -1.418  1.957  0.117
N  2.439  -0.367  -0.434
N  -1.814  -0.093  -0.679
C  1.323  0.177  -0.496
C  -0.873  0.854  -0.451
C  0.364  0.883  -1.190
C  0.274  -1.207  1.478
H  -2.646  -0.093  -0.108
H  -0.517  -1.815  1.017
H  -0.694  2.558  0.336
H  1.231  -1.724  1.356
H  0.068  -1.090  2.544
H  -1.489  -0.968  -1.055
H  2.838  -0.698  -1.303
H  0.563  1.566  -2.003

Atomic partial charges in e from the Löwdin method, atoms 1 to 8:
1 O -0.2167
2 O 0.1061
3 N 0.1141
4 N 0.1871
5 C -0.3485
6 C -0.4273
7 C -0.0495
8 C -0.1241